1.
A gas-phase ion, C4H12BF4NO2P (charge -1) in a non-equilibrium geometry, computed with the ωB97M-V functional and the def2-TZVPD basis.

HOMO = -2.783 eV
Electronic energy = -1130.49884 Ha
Gap between HOMO and LUMO = 6.01 eV
Net charge = -1
F_max = 0.0390 Eh/bohr
LUMO level = 3.23 eV

Geometry (Å):
N 0.986 -1.819 1.317
B 1.153 -1.276 -0.035
O 2.327 -1.663 -0.722
P -0.279 -0.126 -0.780
C -1.613 -1.540 -0.679
C -2.785 -1.183 0.180
F -3.604 -0.276 -0.452
C 0.925 1.441 -0.875
O 0.401 2.576 -0.108
C 1.008 2.826 0.993
F 2.288 3.149 0.836
F 1.009 1.843 1.884
F 0.432 3.854 1.569
H 1.774 -2.435 1.518
H 1.028 -1.088 2.018
H 2.965 -0.943 -0.759
H -0.682 0.323 0.564
H -1.314 0.770 -1.342
H 0.101 -0.512 -2.163
H -1.156 -2.454 -0.321
H -2.011 -1.653 -1.682
H -3.351 -2.077 0.436
H -2.477 -0.720 1.112
H 0.919 1.765 -1.905
H 1.955 1.218 -0.602

***

2.
2 unconnected molecules or ions with the total composition C4H12BN in a non-equilibrium geometry, computed with the ωB97M-V functional and the def2-TZVPD basis.

HOMO (alpha / beta) = -7.529 / -9.957 eV
2S+1 = 3
Electronic energy = -239.03695 Ha
Gap between HOMO and LUMO (alpha / beta) = 8.47 / 8.56 eV
Energy relative to the best compared isomer or geometry (same formula, charge and spin) = 0.0 kcal/mol
F_max = 0.0642 Eh/bohr
LUMO level (alpha / beta) = 0.94 / -1.40 eV

Geometry (Å):
B 1.993 1.215 0.339
C -1.800 0.709 -1.442
C -0.308 -1.237 1.591
C -0.349 0.655 -1.834
C 1.084 -1.023 0.955
N 1.122 0.237 0.410
H 2.086 2.153 -0.408
H 2.799 1.264 1.236
H -2.368 -0.218 -1.480
H -2.012 1.226 -0.563
H -2.270 1.281 -2.267
H -0.441 -0.682 2.543
H -1.098 -1.087 0.925
H -0.521 -2.273 1.849
H 0.128 0.249 -2.738
H 0.255 1.426 -1.294
H 1.928 -1.125 1.689
H 1.257 -1.679 0.081

***

3.
A gas-phase ion, C4H12BN2 (charge +1) in a non-equilibrium geometry, computed with the ωB97M-V functional and the def2-TZVPD basis.

HOMO (alpha / beta) = -10.043 / -13.705 eV
2S+1 = 3
Electronic energy = -293.53061 Ha
Gap between HOMO and LUMO (alpha / beta) = 6.81 / 8.24 eV
Net charge = +1
Energy relative to the best compared isomer or geometry (same formula, charge and spin) = 0.0 kcal/mol
F_max = 0.0867 Eh/bohr
LUMO level (alpha / beta) = -3.23 / -5.46 eV

Geometry (Å):
B -0.078 -0.262 -0.922
C 0.928 -0.649 0.046
C -0.336 1.568 2.082
C 1.570 0.222 1.170
C -1.821 -0.510 -2.726
N -0.678 -0.800 -1.948
N 0.554 0.436 2.233
H 0.419 -1.396 0.762
H 1.783 -1.032 -0.514
H 0.249 2.554 1.923
H -1.035 1.182 1.350
H 2.428 -0.216 1.549
H 1.884 1.225 0.847
H -2.104 0.499 -2.922
H -1.897 -1.000 -3.652
H -2.713 -0.687 -2.180
H -0.044 -1.410 -2.422
H 1.087 0.631 3.118
H -0.193 -0.354 2.206

***

4.
C4H12BNO in the gas phase in a non-equilibrium geometry, computed with the ωB97M-V functional and the def2-TZVPD basis.

HOMO = -9.527 eV
Electronic energy = -314.52624 Ha
Gap between HOMO and LUMO = 10.03 eV
SMILES = CC[C@H](C)B(N)O
Energy relative to the best compared isomer or geometry (same formula, charge and spin) = 12.9 kcal/mol
F_max = 0.0970 Eh/bohr
LUMO level = 0.50 eV

Geometry (Å):
B -1.173 -0.807 0.172
C 1.705 -0.191 -0.184
C -0.641 1.409 1.369
C 0.674 0.800 -0.712
C -0.688 0.699 0.009
N -1.510 -1.755 -1.182
O -1.276 -1.396 1.355
H 1.846 -0.073 0.886
H 2.662 -0.038 -0.677
H 1.374 -1.208 -0.381
H -1.596 1.308 1.875
H -0.425 2.471 1.244
H 0.123 0.974 2.007
H 1.053 1.817 -0.599
H 0.525 0.612 -1.776
H -1.406 1.252 -0.608
H -1.680 -1.209 -2.011
H -2.267 -2.399 -1.019
H -1.528 -2.319 1.372

***

5.
A molecular structure, C4H12BrO4 in a non-equilibrium geometry, computed with the ωB97M-V functional and the def2-TZVPD basis.

HOMO = -4.937 eV
Electronic energy = -3034.60214 Ha
Gap between HOMO and LUMO = 8.66 eV
Net charge = -1
Energy relative to the best compared isomer or geometry (same formula, charge and spin) = 38.3 kcal/mol
F_max = 0.0611 Eh/bohr
LUMO level = 3.72 eV

Geometry (Å):
Br 0.573 1.255 0.421
C 2.259 -1.749 1.112
C 1.345 -1.375 2.246
O 1.420 -0.037 2.735
O 2.048 -1.024 -0.078
H 2.169 -2.788 0.793
H 3.289 -1.493 1.358
H 1.498 -2.008 3.120
H 0.296 -1.467 1.965
H 1.249 0.590 2.028
H 1.243 -0.501 -0.053
C -2.437 0.512 -1.510
C -1.750 1.817 -1.922
O -0.487 1.596 -2.493
O -1.556 -0.275 -0.750
H -2.980 -0.060 -2.262
H -3.349 0.742 -0.959
H -1.538 2.335 -0.986
H -2.346 2.485 -2.543
H 0.181 1.075 -2.041
H -1.126 0.370 -0.183

***

6.
2 unconnected molecules or ions with the total composition C4H12Cl2FP, computed with the ωB97M-V functional and the def2-TZVPD basis.

HOMO = -8.135 eV
Electronic energy = -1521.09553 Ha
Gap between HOMO and LUMO = 8.88 eV
SMILES = C[PH3]CCF.ClCCl
F_max = 0.0035 Eh/bohr
LUMO level = 0.75 eV

Geometry (Å):
C 3.859 -0.388 -0.483
P 2.032 -0.283 -0.022
C 0.196 -0.154 0.525
C -0.789 -0.999 -0.262
F -0.111 -1.961 -1.048
H 4.458 -0.522 0.423
H 4.026 -1.250 -1.134
H 4.201 0.515 -0.996
H 1.693 0.151 -1.326
H 2.029 -1.661 0.307
H 2.311 0.728 0.939
H -0.094 0.899 0.450
H 0.191 -0.411 1.589
H -1.474 -1.565 0.371
H -1.384 -0.404 -0.954
C -4.376 1.494 0.339
Cl -3.331 1.020 1.685
Cl -3.506 1.539 -1.199
H -5.172 0.765 0.255
H -4.759 2.486 0.540